Run i
Formula: C3H12N2O2
Source: the OMol25 dataset
Level of theory: the ωB97M-V functional and the def2-TZVPD basis

Geometry as XYZ:
```
19
Properties=species:S:1:pos:R:3:lowdin_charge:R:1
C 1.273 -1.352 -0.706 -0.11
C 0.296 -0.563 0.205 -0.31
N -1.083 -0.340 -0.323 -0.01
C -1.631 0.848 0.026 -0.28
N -1.106 1.834 0.764 0.09
H 0.760 -1.864 -1.510 0.03
H 2.084 -0.711 -1.253 0.09
H 2.002 -2.036 -0.094 0.09
H 0.034 -1.202 1.044 0.10
H 0.805 0.349 0.492 0.07
H -2.651 1.072 -0.402 0.12
H -0.386 1.692 1.459 0.05
H -1.588 2.702 0.932 0.09
O 0.976 1.004 2.821 -0.10
H 1.211 1.479 3.677 0.09
H 1.637 0.294 2.671 0.06
O -0.921 -1.419 -3.170 -0.08
H -0.985 -0.720 -2.550 -0.04
H -0.728 -1.066 -4.083 0.07
```

Properties
lowest unoccupied orbital energy = 0.4 eV
charge = 0
HOMO level = -8.55 eV
orbital gap = 9.0 eV

=====

Run ii
Formula: C3H12N2O2
Source: the OMol25 dataset
Level of theory: the ωB97M-V functional and the def2-TZVPD basis

Geometry as XYZ:
```
19
Properties=species:S:1:pos:R:3:lowdin_charge:R:1
C 1.606 -0.212 0.886 -0.09
C 0.428 -0.709 0.175 -0.45
N -0.647 -1.151 1.013 0.05
C 0.414 -0.847 -1.198 -0.19
N -0.626 -1.497 -1.912 -0.01
H 1.341 0.302 1.863 0.10
H 2.290 -1.027 1.088 0.08
H 2.115 0.540 0.307 0.06
H -0.232 -1.594 1.847 0.09
H -1.273 -1.855 0.491 0.10
H 1.357 -0.618 -1.765 0.13
H -1.611 -1.334 -1.583 0.08
H -0.655 -1.447 -2.943 0.08
O 0.713 2.369 -0.795 -0.01
H -0.068 2.277 -0.254 0.02
H 0.481 2.119 -1.630 -0.02
O -2.072 1.869 1.690 -0.05
H -1.329 1.274 1.891 0.02
H -2.231 1.542 0.828 0.00
```

Properties
lowest unoccupied orbital energy = 0.6 eV
charge = 0
HOMO level = -7.43 eV
orbital gap = 8.0 eV

=====

Short version: run ii is the most stable of them.